(1)
Formula: C18H28CuN4O2S4
Source: the Open Molecules 2025 dataset
Level of theory: ωB97M-V/def2-TZVPD

Structure (XYZ):
```
57
Properties=species:S:1:pos:R:3:nbo_charge:R:1
Cu -1.36710 -1.64788 0.59432 1.292
C 3.08663 -1.70302 -3.27215 -0.617
C 2.66760 -3.03214 -2.65070 -0.221
N 1.22615 -3.13569 -2.50676 -0.577
C 0.55390 -2.82257 -1.38765 0.319
S -1.16937 -2.75918 -1.49408 -0.330
N 1.25806 -2.59547 -0.29470 -0.474
N 0.54708 -2.15332 0.74031 -0.301
C 1.11043 -2.03737 1.89557 0.209
C 2.54350 -2.40379 2.10480 -0.676
C 0.25574 -1.49049 2.94339 0.177
C 0.71052 -1.15774 4.21312 -0.245
C -0.18113 -0.62700 5.13145 -0.140
C -1.50060 -0.43813 4.76235 -0.258
C -1.88715 -0.78552 3.47602 0.079
N -1.03338 -1.30176 2.59790 -0.536
H 4.17322 -1.64588 -3.34978 0.210
H 2.66190 -1.59553 -4.27179 0.202
H 2.73706 -0.87627 -2.65172 0.220
H 3.00998 -3.86504 -3.26788 0.192
H 3.09771 -3.13455 -1.65845 0.228
H 0.66377 -3.19878 -3.33826 0.405
H 2.78945 -3.23911 1.45318 0.256
H 3.18352 -1.56630 1.81414 0.241
H 2.75033 -2.67073 3.13878 0.216
H 1.74858 -1.30415 4.47351 0.225
H 0.15990 -0.35695 6.12247 0.221
H -2.22430 -0.02104 5.44750 0.230
H -2.89339 -0.61566 3.11406 0.274
C 1.31733 3.25469 -2.51296 -0.528
C 1.01427 1.98933 -3.30068 -0.547
S 0.21731 0.63624 -2.38946 0.213
C -1.38074 1.34150 -1.88097 -0.563
C -1.43463 2.19396 -0.59513 -0.539
S -0.38613 1.57684 0.76843 0.178
C 0.50939 3.07677 1.28752 -0.530
C 1.23968 3.90080 0.22925 -0.537
S 2.25741 2.97851 -0.96899 0.184
H 0.39317 3.76655 -2.25033 0.208
H 1.91148 3.92779 -3.13272 0.221
H 1.93421 1.53308 -3.66932 0.227
H 0.39397 2.24542 -4.16231 0.216
H -2.00190 0.45643 -1.75531 0.262
H -1.77071 1.91763 -2.72247 0.217
H -2.46019 2.21991 -0.22489 0.232
H -1.11905 3.21660 -0.79273 0.204
H 1.22044 2.68399 2.01518 0.226
H -0.19018 3.72756 1.81520 0.217
H 1.92411 4.57732 0.74214 0.229
H 0.54689 4.51772 -0.33994 0.212
C -5.19219 -0.11293 -0.41429 -0.723
C -4.05808 -0.37296 0.57105 0.806
O -4.14813 0.02178 1.72797 -0.695
O -3.04681 -0.97446 0.03354 -0.879
H -6.12448 0.00571 0.13225 0.224
H -5.25921 -0.93267 -1.12611 0.224
H -4.98584 0.80795 -0.96290 0.221
```

Output
Gap between HOMO and LUMO (spin up / spin down), eV: 7.431 / 7.216
Multiplicity: 2
LUMO level (spin up / spin down), eV: -0.4 / -0.6
Expectation value of S²: 0.755
Total charge: 0


(2)
Formula: C18H28F6N3O8PS3
Source: the Open Molecules 2025 dataset
Level of theory: ωB97M-V/def2-TZVPD

Structure (XYZ):
```
67
Properties=species:S:1:pos:R:3:nbo_charge:R:1
C -0.23406 -3.40577 1.73856 -0.614
C 0.66821 -2.24794 1.35183 -0.757
P -0.20977 -0.82353 0.58323 0.822
C -1.64307 -1.48779 -0.37610 -0.990
C 1.13696 -0.20728 -0.61580 0.022
C 1.77727 -1.29952 -1.51480 -0.763
S 0.87258 -2.73834 -2.09069 2.031
O 0.03053 -2.40026 -3.19788 -0.933
O 1.89048 -3.73309 -2.29104 -0.935
O 2.11354 0.12819 0.38559 -0.538
C 3.38806 0.50284 -0.08005 -0.088
C 3.35056 1.36887 -1.34558 -0.076
C 4.49274 2.40106 -1.35108 -0.530
C 5.27650 2.28956 -2.64076 0.436
O 4.84818 2.72131 -3.65913 -0.488
N 2.02500 2.04974 -1.31962 -0.520
C 0.78125 1.15465 -1.30137 0.067
C -0.21815 2.03905 -0.50878 -0.432
C -1.72732 1.90399 -0.76273 -0.426
C -2.53471 1.87284 0.54175 -0.421
C -3.97211 1.40890 0.31435 -0.518
S -5.04452 2.83393 -0.01365 0.286
C -6.36547 2.04190 -0.82691 0.286
N -7.20228 2.53347 -1.68503 -0.301
N -8.06444 1.48454 -2.01400 -0.270
C -7.66469 0.45893 -1.33743 0.278
O -6.58373 0.73293 -0.54272 -0.436
C 0.34939 1.07838 -2.77206 0.959
F -0.10807 2.27775 -3.17253 -0.319
F 1.40541 0.80297 -3.56468 -0.326
F -0.57802 0.17715 -2.97701 -0.275
H -0.66369 -3.95513 0.89687 0.172
H 0.38054 -4.11696 2.27841 0.274
H -1.03858 -3.08261 2.39217 0.223
H 1.53263 -2.58126 0.77969 0.203
H 1.06033 -1.83461 2.28208 0.340
H -2.53918 -1.18506 0.15822 0.244
H -1.72182 -1.15988 -1.40749 0.250
H -1.66458 -2.57469 -0.39310 0.241
H 2.56003 -1.76958 -0.92799 0.279
H 2.27118 -0.93975 -2.41301 0.255
H 0.14974 -3.14559 -1.02512 0.022
H 4.02698 -0.36543 -0.25221 0.207
H 3.85761 1.06503 0.72414 0.218
H 3.46241 0.74376 -2.22219 0.243
H 5.17584 2.19865 -0.53107 0.243
H 4.12544 3.42506 -1.31751 0.243
H 6.25816 1.79891 -2.63103 0.135
H 2.02896 2.61134 -0.46625 0.446
H 1.96881 2.71309 -2.09850 0.456
H 0.03101 3.07860 -0.72951 0.206
H -0.01604 1.91406 0.55364 0.263
H -2.06717 2.79017 -1.29493 0.231
H -2.02968 1.06115 -1.37274 0.223
H -2.56426 2.87658 0.96736 0.212
H -2.06201 1.21363 1.26563 0.242
H -4.00778 0.76777 -0.56404 0.219
H -4.36419 0.81733 1.13477 0.235
H -8.04734 -0.54343 -1.32285 0.210
C 1.09496 -1.77868 6.21597 0.677
F 0.79223 -2.56971 7.25143 -0.323
F -0.04663 -1.18975 5.81008 -0.338
F 1.90541 -0.80975 6.66558 -0.330
S 1.87669 -2.72983 4.84985 2.354
O 0.84826 -3.68700 4.49626 -1.006
O 3.06588 -3.27035 5.45508 -0.971
O 2.10354 -1.70552 3.83843 -1.031
```

Output
Gap between HOMO and LUMO, eV: 7.121
LUMO level, eV: -1.2
Total charge: 0


(3)
Formula: C18H28N2O2
Source: the Open Molecules 2025 dataset
Level of theory: ωB97M-V/def2-TZVPD

Structure (XYZ):
```
50
Properties=species:S:1:pos:R:3:nbo_charge:R:1
C -5.48467 -0.87566 -0.25053 -0.406
C -4.44988 0.00874 -0.60872 -0.158
C -3.26507 0.39809 0.25369 -0.242
N -2.15012 0.45805 -0.51040 -0.539
C -1.41784 -0.68717 -1.12816 0.767
O -0.50875 -0.37252 -1.60648 -0.540
C -1.96472 -2.04887 -0.46119 -0.523
C -1.44024 -2.28881 0.66872 -0.449
C -0.14518 -3.04304 0.72029 -0.371
C 1.10546 -2.34866 0.17006 -0.541
C 1.37286 -0.84094 0.95422 0.764
O 0.73045 -0.56663 1.82897 -0.591
N 2.52040 -0.53861 0.33849 -0.426
C 3.23840 -0.68341 -0.70652 -0.260
C 4.31600 0.14097 -1.25782 -0.193
C 5.51424 -0.25345 -1.12744 -0.361
H 6.39084 0.29837 -1.51746 0.197
H 5.86197 -1.28626 -0.96833 0.195
H 4.13665 1.28139 -1.40919 0.223
H 2.48057 -0.77298 -1.46522 0.212
H 3.58848 -1.77950 -0.68107 0.179
C 2.81477 0.92020 1.32172 -0.248
C 2.47690 2.23833 0.61922 -0.197
C 1.61866 2.29516 -0.30427 -0.366
H 1.38355 3.38086 -1.09480 0.200
H 1.36219 1.40827 -0.99733 0.215
H 2.88072 2.81264 1.07047 0.150
H 4.06359 0.97565 1.21427 0.204
H 2.43402 0.71395 2.28825 0.237
H 0.84724 -2.06146 -0.77293 0.196
H 1.95434 -2.84330 0.09236 0.197
H -0.23964 -4.04552 0.16386 0.202
H 0.18721 -3.24284 1.87748 0.206
H -2.20131 -3.07115 1.23204 0.216
H -1.33211 -1.48429 1.41114 0.254
H -1.38282 -2.39450 -1.31966 0.230
H -2.93066 -1.99807 -0.89293 0.264
C -1.83219 1.88891 -0.47964 -0.258
C -1.39842 2.59281 0.52750 -0.232
C -1.91684 3.86492 0.99741 -0.382
H -1.36423 4.12068 1.96726 0.208
H -2.64928 4.38073 0.56270 0.191
H -0.76698 1.94204 1.12880 0.225
H -1.05690 1.69524 -1.43903 0.256
H -2.77916 2.46417 -1.26920 0.146
H -3.15026 -0.54432 1.01431 0.169
H -3.51983 1.13611 0.86174 0.220
H -4.51820 0.45952 -1.47386 0.175
H -6.34677 -0.95048 -1.09309 0.192
H -5.63551 -1.40590 0.61214 0.190
```

Output
Gap between HOMO and LUMO, eV: 9.120
LUMO level, eV: 0.7
Total charge: 0
ΔE to the lowest compared entry with this formula, charge and spin, eV: 22.973


Number 1: E -117157.672 eV, strongest force on any atom 0.0165 Eh/bohr. Number 2: E -98064.841 eV, strongest force on any atom 0.0281 Eh/bohr. Number 3: E -26175.193 eV, strongest force on any atom 0.3671 Eh/bohr.